Molecular formula: C3H5NOS2
Method: DFT, ωB97M-V/def2-TZVPD

- ΔE to the lowest compared entry with this formula, charge and spin (kJ/mol) = 96.3
- electronic energy (Eh) = -1043.65257
- structure (SMILES) = OCC1=NSCS1
- HOMO-LUMO gap (eV) = 8.7965

The geometry in XYZ format:
```
12
Properties=species:S:1:pos:R:3:lowdin_charge:R:1
O 2.38 -0.15 0.64 -0.0525
C 1.63 -0.71 -0.38 -0.2755
C 0.13 -0.41 -0.19 -0.7323
N -0.70 -1.36 -0.04 -0.3294
S -2.30 -0.89 0.08 0.8120
C -2.07 0.93 0.27 -0.7226
S -0.36 1.24 -0.23 0.9066
H 2.57 0.77 0.53 0.0853
H 1.74 -1.80 -0.34 0.1275
H 1.91 -0.34 -1.37 0.1195
H -2.19 1.13 1.34 0.0273
H -2.73 1.57 -0.32 0.0340
```